No. 1
Entry from the Open Molecules 2025 dataset: a structure of composition C2H2CaO3 in a non-equilibrium geometry (ωB97M-V/def2-TZVPD).

- Highest occupied orbital energy (alpha / beta): -5.8 / -5.8 eV
- LUMO energy (alpha / beta): -1.4 / -1.4 eV
- Maximum force: 4.90 eV Å⁻¹
- E_tot: -26684.582 eV
- Kohn-Sham gap (alpha / beta): 4.4 / 4.4 eV

```
! wB97M-V def2-TZVPD RIJCOSX def2/J DEFGRID3
* xyz 0 1
O -0.8198 0.7865 0.9011
C 0.3916 0.1906 1.1782
Ca -1.1331 0.6579 -1.0437
H 1.0451 0.6973 1.9038
O 0.4057 -0.6511 -1.0250
C 1.0509 -0.4920 0.1105
O 1.6092 -1.5923 0.6381
H 1.1906 -1.3144 1.7274
*
```

No. 2
Entry from the Open Molecules 2025 dataset: a cluster of 3 separate species, C2H9NS in total in a non-equilibrium geometry (ωB97M-V/def2-TZVPD).

- Highest occupied orbital energy: -9.2 eV
- LUMO energy: -0.7 eV
- Maximum force: 4.04 eV Å⁻¹
- E_tot: -14542.282 eV
- Kohn-Sham gap: 8.6 eV

```
! wB97M-V def2-TZVPD RIJCOSX def2/J DEFGRID3
* xyz 0 1
C -0.8935 -0.8935 -0.7049
C -0.2549 0.5033 -0.8629
N 1.1626 0.5445 -0.5054
H -1.9482 -0.9076 -1.0328
H -0.3426 -1.6569 -1.2517
H -0.9023 -1.1832 0.3738
H -0.2198 0.6577 -1.9620
H -0.8816 1.2676 -0.4239
H 0.7919 -0.5538 1.2263
H 1.2660 0.4298 0.5444
H 1.6281 1.4233 -0.7954
S -0.0663 0.6394 2.3710
H 0.6605 -0.2705 3.0235
*
```